Entry 1
Computed, not measured: an isolated molecule of CH4S2, with ωB97M-V/def2-TZVPD.

```
7
CH4S2 | the OMol25 dataset | ωB97M-V/def2-TZVPD
C -0.252 0.992 -0.198
S 0.351 -0.824 0.652
S -0.035 -2.850 0.784
H -1.381 0.877 -0.426
H 0.269 1.055 -1.184
H -0.151 1.623 0.718
H 1.199 -0.874 -0.346
```

The calculation puts the orbital gap (spin up / spin down) at 7.3 / 7.3 eV. The multiplicity is 1. As for the molar mass: 80.2 u.

Here are the Löwdin charges for atoms 1 to 4, given in e: C -0.23; S 0.32; S -0.06; H 0.05

Entry 2
Computed, not measured: a cluster of 2 separate species, CH4S2 in total, with ωB97M-V/def2-TZVPD.

```
7
CH4S2 | the OMol25 dataset | ωB97M-V/def2-TZVPD
C 0.562 -0.789 -0.156
S -2.083 1.762 0.939
S -0.585 0.796 1.866
H 0.618 -1.463 0.685
H 1.390 -0.054 -0.359
H -0.478 -0.769 -0.559
H -1.278 2.690 0.172
```

The calculation puts the orbital gap (spin up / spin down) at 7.2 / 8.6 eV. The multiplicity is 1. As for the molar mass: 80.2 u.

Here are the Löwdin charges for atoms 1 to 4, given in e: C -0.02; S 0.13; S 0.06; H -0.04

Short version: entry 1 is the most stable of them.

Entry 1
Computed, not measured: a cluster of 2 separate species, C3H3OS2 in total, with ωB97M-V/def2-TZVPD.

```
9
C3H3OS2 | the OMol25 dataset | ωB97M-V/def2-TZVPD
C -0.044 -2.340 0.548
C -0.057 -2.864 -0.720
C 0.061 -0.007 -0.005
O 0.414 -3.160 -1.773
S -1.735 -2.944 0.000
S 0.757 -2.512 1.987
H -0.537 0.322 0.822
H -0.426 0.021 -0.967
H 1.109 0.214 0.015
```

The total charge is -1. The calculation puts the orbital gap (spin up / spin down) at 6.4 / 6.9 eV. The multiplicity is 1. As for the molar mass: 119.2 u.

Here are the Löwdin charges for atoms 1 to 4, given in e: C -1.16; C -0.83; C -0.01; O 0.02

Entry 2
Computed, not measured: a cluster of 2 separate species, C3H3OS2 in total, with ωB97M-V/def2-TZVPD.

```
9
C3H3OS2 | the OMol25 dataset | ωB97M-V/def2-TZVPD
C -2.071 1.313 -0.053
C -1.047 0.507 0.217
C 2.934 -1.665 0.028
O 2.968 -1.217 1.108
S 3.234 -2.186 -1.400
S -0.727 -1.049 -0.574
H -2.251 2.132 0.664
H -2.654 1.313 -1.069
H -0.386 0.852 1.077
```

The total charge is -1. The calculation puts the orbital gap at 5.4 eV. The multiplicity is 1. As for the molar mass: 119.2 u.

Here are the Löwdin charges for atoms 1 to 4, given in e: C -0.25; C -0.88; C -0.90; O 0.07

Short version: entry 2 is the most stable of them.

Entry 1
Computed, not measured: a cluster of 2 separate species, CH4N2O in total, with ωB97M-V/def2-TZVPD.

```
8
CH4N2O | the OMol25 dataset | ωB97M-V/def2-TZVPD
N -0.882 0.090 -0.306
O 0.115 -0.072 -1.176
H -0.435 0.256 0.697
H -1.577 -0.789 -0.178
H -1.303 0.943 -0.286
C 2.062 0.059 0.481
N 1.608 -0.086 1.512
H 2.436 0.279 -0.520
```

Its SMILES is [NH3+][O-].C#N. The calculation puts the orbital gap at 9.6 eV. The multiplicity is 1. As for the molar mass: 60.1 u.

Here are the Löwdin charges for atoms 1 to 4, given in e: N -0.11; O -0.32; H 0.13; H 0.21

Entry 2
Computed, not measured: an isolated molecule of CH4N2O, with ωB97M-V/def2-TZVPD.

```
8
CH4N2O | the OMol25 dataset | ωB97M-V/def2-TZVPD
H -2.718 -0.017 0.092
N -1.888 -0.310 -0.431
C -0.712 -0.205 0.039
O 0.324 -0.337 -0.761
N 1.589 0.070 -0.362
H -0.372 0.283 0.970
H 2.097 -0.498 0.340
H 1.681 1.014 0.112
```

Its SMILES is [H]/N=C/ON. The calculation puts the orbital gap at 11.0 eV. The multiplicity is 1. As for the molar mass: 60.1 u.

Here are the Löwdin charges for atoms 1 to 4, given in e: H 0.05; N 0.10; C -0.36; O -0.12

Entry 3
Computed, not measured: a cluster of 2 separate species, CH4N2O in total, with ωB97M-V/def2-TZVPD.

```
8
CH4N2O | the OMol25 dataset | ωB97M-V/def2-TZVPD
C 2.982 0.429 -0.098
N -0.516 0.405 -0.542
N -1.363 -0.353 0.397
O 2.585 -0.530 0.423
H -1.190 1.044 -0.987
H -0.320 -0.305 -1.218
H -0.659 -0.932 0.844
H -1.519 0.243 1.181
```

The calculation puts the orbital gap at 9.9 eV. The multiplicity is 1. As for the molar mass: 60.1 u.

Here are the Löwdin charges for atoms 1 to 4, given in e: C 0.01; N -0.09; N -0.08; O -0.04

Short version: entry 3 is the most stable of them.

Entry 1
Computed, not measured: a cluster of 2 separate species, CH4N2O in total, with ωB97M-V/def2-TZVPD.

```
8
CH4N2O | the OMol25 dataset | ωB97M-V/def2-TZVPD
N 1.367 -0.545 1.179
C 0.658 0.340 0.413
N -1.340 0.119 -0.729
O 0.981 1.422 0.003
H -0.122 -0.325 0.717
H 2.037 -1.025 0.657
H -2.203 0.610 -0.848
H -1.379 -0.595 -1.392
```

The calculation puts the orbital gap at 5.8 eV. The multiplicity is 1. As for the molar mass: 60.1 u.

Here are the Löwdin charges for atoms 1 to 4, given in e: N 0.19; C -0.45; N 0.03; O 0.13

Entry 2
Computed, not measured: a structure of composition CH4N2O, with ωB97M-V/def2-TZVPD.

```
8
CH4N2O | the OMol25 dataset | ωB97M-V/def2-TZVPD
C -0.750 -0.066 0.666
H -0.312 -0.003 -1.391
H 1.217 1.236 -0.863
H 1.064 -1.222 0.583
H -1.048 -0.478 1.616
N 0.880 0.092 -0.936
N 0.554 -0.059 0.384
O -1.606 0.500 -0.059
```

The calculation puts the orbital gap at 10.6 eV. The multiplicity is 1. As for the molar mass: 60.1 u.

Here are the Löwdin charges for atoms 1 to 4, given in e: C -0.38; H 0.19; H 0.16; H 0.25

Entry 3
Computed, not measured: a cluster of 2 separate species, CH4N2O in total, with ωB97M-V/def2-TZVPD.

```
8
CH4N2O | the OMol25 dataset | ωB97M-V/def2-TZVPD
C -3.323 0.278 0.188
N -2.240 0.000 -0.051
O -1.178 -0.186 -0.468
H -4.358 0.135 0.321
N 1.404 0.954 0.534
H 0.740 1.691 0.479
H 2.352 1.285 0.431
H 1.291 0.527 1.420
```

Its SMILES is C#[N+][O-].N. The calculation puts the orbital gap at 10.5 eV. The multiplicity is 1. As for the molar mass: 60.1 u.

Here are the Löwdin charges for atoms 1 to 4, given in e: C 0.13; N -0.25; O 0.06; H 0.06

Short version: entry 3 is the most stable of them.